[1]
C13H21N | ωB97M-V with the def2-TZVPD basis set

As for the spin multiplicity: 1. The SMILES is CC1(C)[C@H]2CC[C@H](C2)[C@@H]1CCCC#N. For the LUMO energy, the calculation gives 0.72 eV.

Atoms and positions in Å:
N  3.3453  -2.0047  2.8093
C  3.5364  -1.4214  1.7812
C  -0.2656  2.3241  -0.0153
C  0.0238  0.5598  1.8574
C  3.6890  -1.1129  0.2802
C  2.5059  -0.2858  -0.2739
C  -2.3449  -0.1611  -1.9299
C  -2.8147  0.8469  -0.9130
C  -1.8883  -0.9791  0.2700
C  1.2143  -1.0629  -0.2524
C  -1.1936  -0.9657  -1.1022
C  -2.0842  0.5032  0.3738
C  0.0542  -0.1533  -0.6910
C  -0.5253  0.8344  0.4216
H  -0.4615  2.4275  -1.0546
H  -0.9093  3.0034  0.6540
H  0.7598  2.5174  0.3014
H  0.1011  -0.4364  2.2459
H  0.9455  1.0805  1.9216
H  -0.4517  1.1974  2.5942
H  4.6126  -0.5444  0.0924
H  3.8956  -2.0979  -0.3672
H  2.7205  0.0063  -1.3679
H  2.3989  0.6833  0.2040
H  -1.9277  0.2687  -2.8749
H  -3.2162  -0.8098  -2.1559
H  -3.9291  0.7046  -0.6853
H  -2.7006  1.8548  -1.3017
H  -1.3502  -1.4042  1.1710
H  -2.8465  -1.6148  0.2038
H  1.3063  -1.8661  -0.9312
H  1.0037  -1.5066  0.7618
H  -0.9040  -1.8120  -1.6901
H  -2.6840  0.9347  1.1426
H  0.3847  0.4924  -1.4798

Force components x, y, z for each atom (eV/Å):
N 0.85 2.99 -4.17
C -0.66 -3.25 1.96
C -0.62 -0.83 3.40
C -0.55 1.84 -0.70
C 0.75 -0.63 -0.39
C 0.70 -0.16 -1.50
C 1.55 -0.94 -0.18
C -1.52 0.40 0.03
C -2.26 -3.49 0.78
C -0.98 1.01 1.31
C -0.99 1.41 -0.17
C 1.48 0.25 -0.48
C -0.89 0.31 0.61
C -0.93 0.62 -0.26
H -0.03 0.47 -0.75
H 0.73 -0.78 -1.27
H 0.19 0.43 -0.65
H -0.02 -0.39 -0.10
H 1.71 -0.23 -0.16
H -1.11 -0.17 0.16
H -0.19 -0.10 0.52
H -0.89 1.83 1.83
H -0.08 -0.63 1.47
H 0.16 -0.04 0.50
H -0.43 -0.30 0.71
H 0.94 -0.09 -0.21
H 1.40 0.30 -0.43
H 0.06 0.32 0.38
H -0.29 0.40 -1.34
H 1.03 1.04 0.15
H 0.03 -1.11 -0.83
H 0.32 0.41 -0.99
H -0.07 -1.06 0.29
H 0.14 -0.03 1.30
H 0.45 0.19 -0.80


[2]
C2H4N2O | ωB97M-V with the def2-TZVPD basis set

As for the spin multiplicity: 1. The SMILES is COC1N=N1. For the LUMO energy, the calculation gives 0.56 eV.

Atoms and positions in Å:
C  -0.6279  -0.8640  0.0571
C  0.8999  0.8871  -0.2322
N  -2.0582  -0.7051  0.2153
N  -1.6821  -1.7058  -0.3537
O  0.1889  -0.1334  -0.8331
H  -0.0491  -1.0046  1.1555
H  0.9539  0.7404  0.8242
H  0.4688  1.8327  -0.2287
H  1.9056  0.9529  -0.6043

Force components x, y, z for each atom (eV/Å):
C 3.03 1.09 3.70
C 0.95 -0.43 1.13
N -0.46 1.78 0.13
N 0.42 -1.81 -1.12
O -2.02 -1.54 -0.32
H -1.48 -0.11 -3.18
H 0.46 -0.64 1.06
H -1.26 1.82 -0.95
H 0.35 -0.16 -0.45


It is found that the orbital gap values, taken in the order of the records, are 10.7 10.4 eV.
It is found that the ΔE to the lowest compared entry with this formula, charge and spin values, taken in the order of the records, are 1.7 80.8 kcal/mol.
It is found that the max |F| values, taken in the order of the records, are 0.10118 0.09536 Eh/bohr.